The following is a quantum chemistry calculation of a structure of composition C32H45N3O5ReS2Se2, from the OMol25 dataset.

Results
spin multiplicity = 4
energy relative to the best compared isomer or geometry (same formula, charge and spin) = 240.1 kJ/mol
expectation value of S² = 3.779
HOMO energy (alpha / beta) = -18.741 / -18.732 eV
E = -7462.945851 Ha
total charge = +4

Element x y z (Å)
Re1 1.24119 -0.85945 0.59960
O1 0.37889 -4.99073 0.31047
C1 0.87888 -3.81972 0.51381
O2 1.06679 -2.95584 -0.36095
C2 1.31077 -3.53246 1.89691
C3 1.43249 -4.43907 2.93258
C4 2.06054 -4.03135 4.10541
C5 2.61317 -2.75806 4.15974
C6 2.43208 -1.90199 3.08925
N1 1.72501 -2.26337 2.00434
C7 3.03962 -0.58012 2.83388
O3 3.80567 0.07132 3.62971
O4 2.82146 -0.09410 1.70248
H1 0.13333 -5.14601 -0.62075
H2 1.05444 -5.44695 2.81057
H3 2.15670 -4.71049 4.94229
H4 3.17860 -2.44773 5.03198
H5 3.94111 -0.31629 4.51046
C8 4.58623 0.67296 -3.13731
Se1 3.27593 -0.39408 -2.17741
C9 3.47623 -2.04512 -3.20443
C10 4.80818 -2.67251 -2.85392
Se2 4.97924 -2.65136 -0.93467
C11 6.87599 -2.97898 -0.79806
H6 4.26149 0.73364 -4.17266
H7 5.56907 0.21768 -3.05816
H8 4.59579 1.66042 -2.68611
H9 3.45751 -1.80182 -4.26619
H10 2.60861 -2.65757 -2.96758
H11 5.62845 -2.06291 -3.22996
H12 4.94343 -3.69105 -3.22003
H13 7.05703 -3.99349 -1.15945
H14 7.15433 -2.89356 0.24810
H15 7.42488 -2.25748 -1.40143
C12 -5.62245 2.93817 1.11662
C13 -4.65246 3.12538 2.29007
C14 -3.88905 1.85374 2.67269
C15 -3.11360 1.23767 1.51546
N2 -1.93693 2.07915 1.17498
C16 -0.66203 1.81943 1.32640
S1 -0.15958 0.30284 2.10197
N3 0.26273 2.70075 0.98421
C17 0.00298 3.97946 0.28478
C18 -0.58180 5.08113 1.16741
C19 0.38456 5.61407 2.22925
C20 0.47412 4.74076 3.48552
H16 -6.33459 3.75956 1.07332
H17 -6.19268 2.01000 1.21488
H18 -5.11449 2.92076 0.14607
H19 -5.21087 3.44332 3.16798
H20 -3.95881 3.95191 2.08467
H21 -4.59412 1.09899 3.03070
H22 -3.19748 2.06045 3.49627
H23 -3.73592 1.18633 0.62248
H24 -2.77070 0.23547 1.75490
H25 -2.16535 3.02902 0.90469
H26 1.21323 2.47194 1.21877
H27 -0.64227 3.77040 -0.57332
H28 0.96306 4.31226 -0.10476
H29 -1.50214 4.75413 1.66697
H30 -0.87225 5.88174 0.48488
H31 0.04855 6.60849 2.51532
H32 1.37653 5.75456 1.78788
H33 -0.52091 4.52350 3.88314
H34 1.03418 5.24742 4.26980
H35 0.98053 3.78731 3.29900
O5 -0.12528 -0.50073 -0.78739
S2 -0.42745 -1.20471 -2.18526
C21 -1.35576 0.00721 -3.06524
C22 -1.31567 -0.08280 -4.45111
C23 -2.09375 0.79946 -5.18865
C24 -2.86674 1.75243 -4.53878
C25 -2.87547 1.83349 -3.14691
C26 -2.11784 0.95530 -2.38977
C27 -1.65893 -2.41418 -1.73156
C28 -2.23257 -3.13296 -2.77267
C29 -3.17677 -4.10144 -2.46553
C30 -3.53340 -4.33862 -1.14211
C31 -2.95065 -3.60446 -0.11464
C32 -1.99558 -2.63419 -0.40151
H36 -0.69487 -0.81752 -4.95469
H37 -2.08909 0.74550 -6.26936
H38 -3.46751 2.44223 -5.11984
H39 -3.48950 2.57878 -2.65719
H40 -2.12076 0.99703 -1.30780
H41 -1.97145 -2.93950 -3.80861
H42 -3.64180 -4.66568 -3.26408
H43 -4.27343 -5.09493 -0.91147
H44 -3.25204 -3.77423 0.91174
H45 -1.55677 -2.04796 0.39692

Forces on the atoms, in the same order (eV/Å):
Re -0.5 0.3 0.0
O 0.0 0.0 -0.1
C 0.0 -0.1 0.0
O 0.1 0.2 0.2
C -0.1 -0.1 -0.2
C 0.0 -0.1 0.1
C 0.0 0.0 0.0
C 0.1 -0.1 0.2
C 0.1 0.3 0.0
N 0.0 0.1 0.1
C -0.1 -0.1 0.1
O 0.2 0.1 0.2
O -0.1 -0.1 -0.3
H 0.0 0.0 0.0
H 0.0 0.0 0.0
H 0.0 0.0 0.0
H 0.0 0.0 0.0
H 0.0 0.0 0.0
C 0.0 0.1 0.1
Se 0.2 -0.1 -0.1
C 0.0 0.1 -0.2
C 0.1 -0.1 -0.2
Se 0.0 -0.1 0.2
C 0.2 0.1 0.0
H 0.0 0.0 0.0
H 0.0 0.0 0.0
H 0.0 0.0 0.0
H -0.2 0.1 0.0
H 0.1 -0.1 0.0
H 0.0 0.0 -0.1
H -0.1 0.0 0.0
H 0.0 0.0 0.0
H 0.0 0.0 0.0
H 0.0 0.0 0.0
C 0.1 0.0 0.0
C -0.1 0.0 -0.1
C 0.0 0.1 0.0
C 0.2 0.2 0.1
N -0.3 -0.2 -0.1
C 0.0 0.1 0.0
S 0.4 -0.3 -0.2
N 0.0 -0.1 -0.4
C -0.1 0.0 0.2
C 0.1 0.0 0.0
C 0.0 -0.1 0.1
C 0.1 0.0 -0.1
H 0.0 0.0 0.0
H 0.0 0.1 0.0
H 0.0 0.0 0.1
H 0.0 0.0 0.1
H 0.0 0.0 0.0
H 0.0 0.0 0.0
H -0.1 -0.1 0.0
H 0.0 -0.1 0.0
H 0.1 0.0 0.0
H 0.0 0.0 0.0
H 0.1 0.1 0.1
H 0.0 -0.1 0.0
H 0.0 0.0 0.0
H 0.0 0.0 -0.1
H 0.0 0.0 0.0
H 0.0 0.0 0.1
H 0.0 0.0 0.0
H 0.0 0.0 0.0
H 0.0 0.0 0.0
H 0.0 0.0 0.0
O 0.0 0.0 0.0
S 0.0 0.0 -0.2
C 0.1 0.1 0.2
C 0.1 0.0 0.0
C 0.0 0.0 0.0
C 0.0 0.0 0.0
C 0.0 0.0 0.0
C -0.1 0.0 -0.1
C 0.0 0.1 0.2
C 0.0 0.0 0.0
C -0.1 -0.1 0.0
C 0.0 0.0 0.0
C 0.0 0.0 0.0
C -0.2 -0.1 -0.1
H 0.0 0.0 0.0
H 0.0 0.0 0.0
H 0.0 0.0 0.0
H 0.0 0.0 0.0
H 0.0 0.0 0.0
H 0.0 0.0 0.1
H 0.0 0.0 0.0
H 0.0 0.0 0.0
H 0.0 0.0 0.0
H -0.1 0.0 0.0

Which charges does Mulliken predict for the atoms? In e, they are: number 1, Re, carries 1.00; number 2, O, carries -0.39; number 3, C, carries -0.05; number 4, O, carries -0.40; number 5, C, carries 0.49; number 6, C, carries -0.49; number 7, C, carries -0.90; number 8, C, carries -0.92; number 9, C, carries 1.20; number 10, N, carries -0.03; number 11, C, carries 0.53; number 12, O, carries -0.40; number 13, O, carries -0.43; number 14, H, carries 0.45; number 15, H, carries 0.63; number 16, H, carries 0.51; number 17, H, carries 0.38; number 18, H, carries 0.33; number 19, C, carries -1.08; number 20, Se, carries 0.24; number 21, C, carries -0.74; number 22, C, carries -0.78; number 23, Se, carries 0.46; number 24, C, carries -1.02; number 25, H, carries 0.40; number 26, H, carries 0.35; number 27, H, carries 0.39; number 28, H, carries 0.57; number 29, H, carries 0.22; number 30, H, carries 0.36; number 31, H, carries 0.53; number 32, H, carries 0.39; number 33, H, carries 0.36; number 34, H, carries 0.37; number 35, C, carries -1.07; number 36, C, carries -0.22; number 37, C, carries -0.89; number 38, C, carries -0.86; number 39, N, carries 0.21; number 40, C, carries 0.34; number 41, S, carries -0.29; number 42, N, carries 0.18; number 43, C, carries -1.25; number 44, C, carries 0.04; number 45, C, carries -0.63; number 46, C, carries -0.95; number 47, H, carries 0.41; number 48, H, carries 0.30; number 49, H, carries 0.15; number 50, H, carries 0.42; number 51, H, carries 0.08; number 52, H, carries 0.43; number 53, H, carries 0.28; number 54, H, carries 0.35; number 55, H, carries 0.47; number 56, H, carries 0.14; number 57, H, carries 0.37; number 58, H, carries 0.30; number 59, H, carries 0.61; number 60, H, carries -0.12; number 61, H, carries 0.47; number 62, H, carries 0.37; number 63, H, carries 0.29; number 64, H, carries 0.26; number 65, H, carries 0.42; number 66, H, carries 0.13; number 67, O, carries 0.33; number 68, S, carries 0.30; number 69, C, carries 0.51; number 70, C, carries -0.47; number 71, C, carries -0.84; number 72, C, carries -0.71; number 73, C, carries -0.51; number 74, C, carries -0.16; number 75, C, carries 1.20; number 76, C, carries -0.93; number 77, C, carries -0.71; number 78, C, carries -0.75; number 79, C, carries -0.90; number 80, C, carries -0.01; number 81, H, carries 0.49; number 82, H, carries 0.46; number 83, H, carries 0.45; number 84, H, carries 0.48; number 85, H, carries 0.27; number 86, H, carries 0.45; number 87, H, carries 0.46; number 88, H, carries 0.47; number 89, H, carries 0.53; number 90, H, carries 0.31



The following is a quantum chemistry calculation of a structure of composition C32H46AuN2O4PS, from the OMol25 dataset.

Results
spin multiplicity = 3
energy relative to the best compared isomer or geometry (same formula, charge and spin) = 62.9 kJ/mol
expectation value of S² = 2.014
HOMO energy (alpha / beta) = -7.077 / -8.147 eV
E = -2532.568009 Ha

Element x y z (Å)
Au1 -1.41749 2.13537 0.11474
N1 -2.59209 3.37277 1.94084
C1 -2.14999 4.74397 1.68964
C2 -2.49279 5.11057 0.24904
O1 -3.12359 6.11107 -0.03856
N2 -1.99839 4.21167 -0.63696
C3 -2.50559 4.16567 -1.90266
C4 -3.58799 2.83457 -1.98366
O2 -4.36349 2.95197 -2.88646
O3 -3.36679 1.98907 -1.12726
H1 -3.59689 3.30647 1.81214
H2 -2.37179 3.09317 2.89274
H3 -1.06209 4.76877 1.79384
H4 -2.60599 5.48517 2.35684
H5 -1.77309 3.85887 -2.64866
H6 -3.10709 5.02767 -2.20316
C5 7.87721 -2.30083 1.12874
C6 6.71161 -1.36153 1.10254
O4 5.62641 -1.59303 0.64494
S1 7.10241 0.20987 1.84644
C7 5.51271 0.99867 1.65404
C8 5.09111 1.36197 0.38444
C9 3.80771 1.83267 0.21034
C10 2.95051 1.95197 1.30584
C11 3.41441 1.65417 2.58654
C12 4.69421 1.16777 2.75964
C13 1.58791 2.25167 1.07374
C14 0.41601 2.41097 0.82544
H7 7.85731 -2.93403 0.24434
H8 7.79451 -2.94243 2.00524
H9 8.81261 -1.75323 1.18874
H10 5.75301 1.24817 -0.46056
H11 3.44451 2.09127 -0.77336
H12 2.75351 1.78017 3.43224
H13 5.05451 0.89427 3.74024
C15 1.69351 -3.23593 1.82904
C16 2.35991 -2.02243 1.19484
C17 1.42371 -1.37573 0.16454
C18 -0.05289 -1.55653 0.54814
C19 -0.15169 -1.51653 2.07004
C20 0.48341 -2.78533 2.65564
P1 -1.14919 -0.30343 -0.31506
C21 -2.89049 -0.95513 -0.23366
C22 -3.07889 -2.45603 -0.51116
C23 -3.35629 -3.24233 0.76634
C24 -4.64559 -2.76583 1.44404
C25 -4.87299 -1.25953 1.25894
C26 -3.54919 -0.52423 1.08484
C27 -0.59709 -0.52623 -2.08906
C28 -1.71359 -0.29953 -3.10766
C29 -1.21979 -0.61613 -4.52616
C30 0.22001 -0.14353 -4.76566
C31 0.55691 0.98067 -3.79716
C32 0.58681 0.42587 -2.37296
H14 2.40101 -3.76763 2.46504
H15 1.38271 -3.92813 1.04344
H16 3.29401 -2.30163 0.70874
H17 2.61211 -1.30593 1.97744
H18 1.60901 -1.82823 -0.81026
H19 1.65301 -0.31153 0.10024
H20 -0.41019 -2.53303 0.19834
H21 -1.18319 -1.44183 2.41084
H22 0.37001 -0.62613 2.42284
H23 -0.25509 -3.58983 2.68734
H24 0.78941 -2.58393 3.68334
H25 -3.38369 -0.37323 -1.02216
H26 -2.20489 -2.87253 -1.01866
H27 -3.92919 -2.58463 -1.18336
H28 -2.51669 -3.13223 1.45274
H29 -3.44569 -4.30333 0.52384
H30 -4.59629 -3.00743 2.50744
H31 -5.49919 -3.30493 1.03224
H32 -5.40559 -0.86133 2.12444
H33 -5.48949 -1.07713 0.37604
H34 -2.90369 -0.73073 1.93934
H35 -3.71559 0.55417 1.05204
H36 -0.26859 -1.57053 -2.18096
H37 -2.06079 0.73207 -3.04186
H38 -2.56719 -0.94493 -2.89776
H39 -1.88949 -0.13573 -5.24126
H40 -1.28449 -1.69363 -4.69126
H41 0.33281 0.19407 -5.79606
H42 0.92321 -0.96633 -4.61356
H43 -0.18629 1.77347 -3.89216
H44 1.52901 1.41577 -4.03586
H45 0.57781 1.25777 -1.66136
H46 1.52781 -0.10873 -2.23926

Forces on the atoms, in the same order (eV/Å):
Au -0.2 -0.9 -0.5
N -0.3 0.1 0.3
C -0.1 0.4 0.0
C -0.2 0.7 0.8
O 0.0 0.0 0.0
N 0.3 -0.7 -0.7
C -0.1 0.7 -0.1
C 0.1 0.9 -0.6
O -0.4 0.1 -0.4
O 0.1 -1.3 1.2
H 0.0 -0.1 0.1
H 0.0 0.0 -0.2
H 0.0 0.0 0.0
H 0.1 -0.1 -0.1
H 0.0 -0.1 -0.1
H 0.1 -0.1 0.0
C 0.0 -0.3 -0.1
C -0.2 0.3 0.0
O 0.1 -0.4 -0.1
S -0.2 0.4 0.1
C 0.6 -0.2 0.1
C 0.0 0.0 0.1
C 0.1 0.0 0.0
C 0.2 -0.2 0.0
C 0.0 0.1 0.0
C 0.1 0.0 -0.1
C -0.2 0.3 0.1
C 0.4 -0.1 0.2
H 0.0 0.0 0.0
H 0.0 0.0 0.1
H 0.1 0.0 0.0
H 0.1 0.0 -0.1
H 0.0 0.0 -0.1
H 0.0 0.0 0.0
H 0.0 0.0 0.1
C 0.1 0.1 0.1
C 0.0 -0.2 -0.1
C 0.1 0.0 0.0
C -0.4 0.7 0.0
C -0.2 -0.1 0.1
C 0.0 0.0 0.0
P -0.3 -0.5 -0.4
C 0.3 0.3 -0.1
C 0.1 -0.1 0.0
C -0.1 -0.1 -0.1
C 0.0 0.0 0.0
C 0.1 0.0 0.2
C -0.2 0.1 -0.1
C -0.2 0.0 0.4
C 0.0 -0.2 0.0
C 0.0 0.0 0.1
C -0.1 0.2 -0.1
C 0.2 -0.2 0.0
C 0.1 0.2 -0.1
H 0.0 -0.1 0.0
H 0.0 -0.1 0.0
H 0.0 0.1 0.1
H 0.1 0.1 0.0
H 0.0 0.1 -0.1
H 0.0 0.0 -0.1
H 0.0 0.1 0.0
H 0.0 0.0 0.0
H 0.0 0.1 0.0
H -0.1 0.0 0.1
H 0.0 0.0 0.1
H 0.1 -0.1 0.1
H -0.1 0.0 -0.1
H 0.0 0.0 -0.1
H 0.1 0.0 0.0
H 0.1 0.0 0.1
H -0.1 0.0 0.0
H 0.0 -0.1 0.0
H -0.1 0.0 -0.1
H -0.1 0.1 0.0
H 0.0 0.0 0.1
H 0.0 0.0 0.1
H 0.0 0.1 0.0
H -0.1 0.0 0.0
H -0.1 0.1 0.0
H 0.0 -0.1 0.0
H -0.1 0.0 -0.1
H 0.1 -0.1 -0.1
H 0.0 0.0 0.0
H 0.0 0.1 0.0
H 0.0 0.1 0.0
H 0.1 -0.1 0.0
H 0.0 0.0 0.1

Which charges does Mulliken predict for the atoms? In e, they are: number 1, Au, carries 1.45; number 2, N, carries -0.54; number 3, C, carries -0.64; number 4, C, carries 0.59; number 5, O, carries -0.62; number 6, N, carries -0.24; number 7, C, carries -0.85; number 8, C, carries 0.64; number 9, O, carries -0.61; number 10, O, carries -0.57; number 11, H, carries 0.22; number 12, H, carries 0.23; number 13, H, carries 0.27; number 14, H, carries 0.37; number 15, H, carries 0.27; number 16, H, carries 0.40; number 17, C, carries -1.21; number 18, C, carries 0.75; number 19, O, carries -0.50; number 20, S, carries -0.24; number 21, C, carries 0.11; number 22, C, carries -0.51; number 23, C, carries -0.30; number 24, C, carries 0.71; number 25, C, carries -0.68; number 26, C, carries -0.44; number 27, C, carries 0.03; number 28, C, carries -1.58; number 29, H, carries 0.32; number 30, H, carries 0.30; number 31, H, carries 0.39; number 32, H, carries 0.46; number 33, H, carries 0.51; number 34, H, carries 0.45; number 35, H, carries 0.43; number 36, C, carries -1.07; number 37, C, carries -0.27; number 38, C, carries -0.72; number 39, C, carries 0.74; number 40, C, carries -0.69; number 41, C, carries -0.84; number 42, P, carries -0.75; number 43, C, carries 0.52; number 44, C, carries -1.07; number 45, C, carries -0.30; number 46, C, carries -0.86; number 47, C, carries -0.94; number 48, C, carries -0.18; number 49, C, carries 0.97; number 50, C, carries -1.05; number 51, C, carries -0.93; number 52, C, carries -0.77; number 53, C, carries -0.89; number 54, C, carries -0.48; number 55, H, carries 0.46; number 56, H, carries 0.33; number 57, H, carries 0.53; number 58, H, carries 0.07; number 59, H, carries 0.18; number 60, H, carries -0.12; number 61, H, carries 0.62; number 62, H, carries -0.02; number 63, H, carries 0.30; number 64, H, carries 0.26; number 65, H, carries 0.42; number 66, H, carries 0.71; number 67, H, carries 0.45; number 68, H, carries 0.59; number 69, H, carries -0.28; number 70, H, carries 0.56; number 71, H, carries 0.34; number 72, H, carries 0.32; number 73, H, carries 0.46; number 74, H, carries 0.35; number 75, H, carries 0.08; number 76, H, carries 0.03; number 77, H, carries 1.07; number 78, H, carries 0.06; number 79, H, carries 0.29; number 80, H, carries 0.46; number 81, H, carries 0.34; number 82, H, carries 0.44; number 83, H, carries 0.35; number 84, H, carries 0.14; number 85, H, carries 0.56; number 86, H, carries -0.35; number 87, H, carries 0.17



| no. | molar mass (g/mol) |
| --- | --- |
| 1 | 959.989 |
| 2 | 782.738 |